Computed, not measured: a structure of composition C19H28N2O4S5SiSn, with ωB97M-V/def2-TZVPD.

Last column: Mulliken charge in e.
Positions of all 60 atoms, in Å:
Sn (-0.122, 1.003, 1.252)  0.72
O (0.015, -3.220, 7.137)  -0.66
C (0.008, -2.487, 6.169)  0.58
S (1.220, -1.250, 5.843)  -0.21
C (0.527, -0.607, 4.354)  0.04
C (-0.611, -1.193, 3.934)  0.21
S (-1.588, -0.786, 2.530)  -0.41
S (-1.236, -2.513, 4.919)  -0.22
S (1.399, 0.707, 3.591)  -0.44
N (-1.264, 2.577, 3.140)  -0.38
C (-2.325, 3.531, 2.772)  -0.59
C (-2.109, 4.124, 1.374)  -0.53
C (-2.677, 3.179, 0.310)  0.39
O (-3.639, 3.584, -0.361)  -0.76
O (-2.102, 2.043, 0.227)  -0.44
H (-1.541, 1.901, 3.843)  0.18
H (-0.445, 3.043, 3.516)  0.25
H (-2.399, 4.328, 3.513)  0.35
H (-3.279, 3.003, 2.780)  0.32
H (-1.034, 4.292, 1.221)  0.22
H (-2.627, 5.076, 1.282)  0.30
O (-1.537, -0.940, -3.905)  -0.75
S (-2.005, -0.239, -2.655)  0.49
C (-3.711, -0.806, -2.402)  -0.78
C (-3.688, -2.166, -1.663)  -0.72
C (-2.218, -2.591, -1.522)  -0.62
C (-1.497, -1.278, -1.276)  1.47
H (-4.109, -0.860, -3.414)  0.47
H (-4.238, -0.023, -1.852)  0.37
H (-4.286, -2.919, -2.179)  0.37
H (-4.117, -2.035, -0.667)  0.27
H (-1.845, -3.027, -2.450)  0.40
H (-2.063, -3.305, -0.713)  0.38
H (-0.406, -1.306, -1.262)  -1.12
H (-1.861, -0.807, -0.359)  -0.43
C (1.619, -2.272, 1.097)  -0.79
Si (2.404, -1.513, -0.423)  0.36
C (2.203, -2.764, -1.839)  -1.26
C (4.246, -1.426, -0.048)  -1.21
N (1.676, -0.021, -0.723)  0.29
C (2.022, 0.810, -1.744)  0.42
C (1.377, 2.072, -1.925)  -0.38
C (1.722, 2.944, -2.944)  -0.68
C (2.723, 2.632, -3.869)  -0.44
C (3.348, 1.395, -3.747)  -0.84
C (3.011, 0.510, -2.732)  -0.16
H (1.957, -3.310, 1.225)  0.39
H (0.522, -2.284, 1.039)  0.13
H (1.887, -1.706, 2.000)  0.06
H (1.736, -3.691, -1.484)  0.43
H (3.169, -3.028, -2.292)  0.37
H (1.569, -2.348, -2.633)  0.33
H (4.658, -2.432, 0.102)  0.34
H (4.396, -0.850, 0.874)  0.26
H (4.811, -0.936, -0.848)  0.33
H (0.566, 2.339, -1.257)  0.11
H (1.185, 3.885, -3.029)  0.35
H (2.982, 3.316, -4.667)  0.34
H (4.109, 1.104, -4.465)  0.33
H (3.511, -0.454, -2.694)  0.24

Output
Total charge = -2
E_HOMO = -1.61 eV
Strongest force on any atom = 0.5 eV/A
Orbital gap = 6.02 eV

=====

Computed, not measured: an isolated molecule of C19H28N2O5S, with ωB97M-V/def2-TZVPD.

Last column: Mulliken charge in e.
Positions of all 55 atoms, in Å:
O (3.554, 1.984, -1.844)  -0.69
C (3.276, 1.417, -0.808)  0.61
C (2.496, 2.128, 0.309)  -0.71
O (1.832, 1.260, 1.200)  -0.54
C (0.747, 0.569, 0.751)  0.70
C (0.288, 0.581, -0.564)  -0.29
C (-0.829, -0.164, -0.902)  -0.79
C (-1.480, -0.910, 0.058)  -0.31
S (-2.951, -1.828, -0.395)  1.27
O (-2.766, -2.355, -1.714)  -0.73
O (-3.286, -2.707, 0.684)  -0.71
N (-4.159, -0.708, -0.519)  -0.23
C (-4.653, -0.048, 0.669)  -0.17
C (-3.937, 1.276, 0.972)  -0.27
C (-4.271, 2.345, -0.066)  -0.64
C (-5.779, 2.564, -0.142)  -0.73
C (-6.494, 1.259, -0.477)  -0.58
C (-6.165, 0.184, 0.556)  -1.23
C (-1.025, -0.940, 1.363)  -0.06
C (0.087, -0.203, 1.712)  -0.81
N (3.601, 0.149, -0.517)  0.09
C (4.419, -0.677, -1.368)  -1.20
C (5.795, -0.914, -0.728)  0.31
C (6.575, 0.393, -0.475)  -0.86
C (6.535, 0.547, 1.047)  -0.25
C (6.423, -0.909, 1.494)  -0.56
O (5.592, -1.533, 0.538)  -0.50
H (1.809, 2.852, -0.145)  0.34
H (3.213, 2.680, 0.925)  0.38
H (0.796, 1.149, -1.328)  0.44
H (-1.192, -0.185, -1.918)  0.46
H (-4.090, -0.140, -1.346)  0.35
H (-4.460, -0.766, 1.472)  0.54
H (-2.858, 1.113, 1.010)  -0.10
H (-4.260, 1.620, 1.956)  0.44
H (-3.896, 2.042, -1.047)  0.30
H (-3.771, 3.279, 0.200)  0.37
H (-6.008, 3.319, -0.897)  0.35
H (-6.137, 2.935, 0.821)  0.32
H (-7.573, 1.423, -0.499)  0.32
H (-6.191, 0.916, -1.468)  0.32
H (-6.644, -0.757, 0.284)  0.41
H (-6.542, 0.491, 1.534)  0.40
H (-1.550, -1.549, 2.082)  0.50
H (0.468, -0.204, 2.721)  0.46
H (3.410, -0.219, 0.404)  0.28
H (4.530, -0.166, -2.326)  0.41
H (3.923, -1.640, -1.516)  0.39
H (6.365, -1.594, -1.377)  0.43
H (7.603, 0.290, -0.819)  0.35
H (6.119, 1.234, -0.993)  0.34
H (5.649, 1.103, 1.355)  -0.01
H (7.417, 1.038, 1.448)  0.43
H (7.415, -1.386, 1.500)  0.31
H (5.960, -1.040, 2.473)  0.34

Output
E_HOMO = -9.11 eV
ΔE to the lowest compared entry with this formula, charge and spin = 101.4 kJ/mol
Strongest force on any atom = 0.9 eV/A
Orbital gap = 9.68 eV

=====

Computed, not measured: an isolated molecule of C19H28N2O7 at a distorted geometry, with ωB97M-V/def2-TZVPD.

Last column: Mulliken charge in e.
Positions of all 56 atoms, in Å:
N (-3.959, -1.868, 0.355)  -0.65
C (-3.226, -0.724, 0.897)  -0.69
C (-1.772, -1.095, 1.333)  1.09
O (-1.871, -1.821, 2.544)  -0.59
C (-1.014, 0.248, 1.462)  -1.13
C (0.450, 0.166, 1.933)  0.76
C (0.655, 1.519, 2.728)  -1.41
N (0.162, 1.391, 4.102)  -0.67
O (0.818, -0.820, 2.923)  -0.42
C (2.192, -0.639, 3.025)  0.26
O (2.853, -0.874, 3.995)  -0.56
O (2.661, -0.114, 1.826)  -0.58
C (1.551, -0.175, 0.898)  2.30
C (1.450, 0.883, -0.193)  -1.25
C (2.710, 1.060, -1.067)  -0.70
C (2.611, 2.372, -1.901)  -0.99
C (1.186, 2.752, -2.347)  -0.54
O (0.626, 3.733, -1.433)  -0.37
C (-0.654, 3.452, -1.097)  0.13
O (-1.026, 3.520, 0.049)  -0.45
C (1.596, -1.677, 0.437)  -1.06
O (1.800, -1.839, -0.968)  -0.50
C (0.648, -2.063, -1.675)  0.22
C (-0.247, -3.072, -1.405)  -0.12
C (-1.412, -3.242, -2.122)  -0.66
C (-1.678, -2.366, -3.144)  -0.42
C (-0.794, -1.367, -3.480)  -0.84
C (0.357, -1.231, -2.741)  0.00
H (-4.643, -1.505, -0.297)  0.27
H (-3.345, -2.496, -0.149)  0.25
H (-3.131, 0.069, 0.133)  0.36
H (-3.705, -0.295, 1.788)  0.32
H (-1.367, -1.685, 0.504)  -0.79
H (-2.098, -1.172, 3.219)  0.50
H (-1.127, 0.766, 0.508)  0.07
H (-1.583, 0.847, 2.189)  0.58
H (0.016, 2.260, 2.214)  0.65
H (1.673, 1.915, 2.666)  0.47
H (-0.021, 2.328, 4.437)  0.28
H (-0.686, 0.841, 4.150)  0.22
H (1.187, 1.874, 0.198)  1.08
H (0.600, 0.587, -0.820)  0.05
H (2.840, 0.242, -1.778)  0.25
H (3.595, 1.147, -0.429)  0.36
H (3.214, 2.327, -2.815)  0.48
H (2.986, 3.228, -1.326)  0.37
H (1.268, 3.268, -3.315)  0.46
H (0.519, 1.899, -2.511)  0.33
H (-1.403, 3.170, -1.863)  0.44
H (2.419, -2.194, 0.932)  0.25
H (0.676, -2.146, 0.803)  0.34
H (-0.021, -3.738, -0.572)  0.40
H (-2.079, -4.048, -1.835)  0.54
H (-2.607, -2.468, -3.700)  0.38
H (-0.946, -0.669, -4.297)  0.46
H (1.092, -0.460, -2.966)  0.47

Output
E_HOMO = -9.32 eV
ΔE to the lowest compared entry with this formula, charge and spin = 292.5 kJ/mol
Strongest force on any atom = 2.1 eV/A
Orbital gap = 9.69 eV

=====

Computed, not measured: an isolated molecule of C19H28N8O2 at a distorted geometry, with ωB97M-V/def2-TZVPD.

Last column: Mulliken charge in e.
Positions of all 57 atoms, in Å:
C (1.537, 1.322, -2.374)  -1.42
C (0.388, 2.041, -1.726)  0.95
C (0.526, 3.317, -1.196)  -0.66
N (-0.444, 3.983, -0.570)  -0.67
C (-1.616, 3.374, -0.437)  -0.77
C (-1.875, 2.093, -0.921)  0.54
C (-3.206, 1.481, -0.580)  0.10
O (-4.117, 2.166, -0.148)  -0.71
N (-3.295, 0.131, -0.735)  -0.10
C (-4.303, -0.623, 0.009)  0.15
C (-5.150, -1.463, -0.937)  -1.69
C (-3.633, -1.501, 1.072)  -0.79
C (-2.896, -0.750, 2.179)  -0.94
N (-1.800, 0.110, 1.683)  0.27
C (-0.657, -0.469, 1.143)  -0.41
O (-0.676, -1.043, 0.071)  -0.73
C (0.646, -0.101, 1.831)  -0.08
C (0.776, 1.426, 2.069)  -0.33
C (2.261, 1.732, 1.793)  -0.71
C (2.897, 0.359, 1.621)  -0.87
N (1.817, -0.433, 1.045)  0.54
C (2.103, -1.856, 0.969)  -0.32
C (3.219, -2.124, 0.016)  -0.02
N (4.481, -2.415, 0.394)  -0.38
N (5.170, -2.554, -0.704)  -0.57
N (4.331, -2.346, -1.691)  0.76
C (4.724, -2.427, -3.082)  -0.76
N (3.101, -2.076, -1.302)  -0.61
C (-0.856, 1.435, -1.592)  0.22
H (1.282, 1.005, -3.386)  0.42
H (2.417, 1.964, -2.431)  0.33
H (1.795, 0.429, -1.799)  0.13
H (1.478, 3.834, -1.282)  0.43
H (-2.401, 3.906, 0.086)  0.49
H (-2.412, -0.354, -0.830)  0.21
H (-4.937, 0.120, 0.496)  0.51
H (-5.931, -1.996, -0.392)  0.42
H (-5.620, -0.827, -1.685)  0.41
H (-4.531, -2.200, -1.455)  0.32
H (-4.406, -2.109, 1.549)  0.49
H (-2.948, -2.199, 0.581)  0.29
H (-3.594, -0.083, 2.687)  0.49
H (-2.520, -1.466, 2.917)  0.39
H (-1.543, 0.752, 2.423)  0.32
H (0.658, -0.622, 2.810)  0.17
H (0.135, 1.982, 1.383)  -0.09
H (0.486, 1.690, 3.086)  0.61
H (2.355, 2.305, 0.872)  0.15
H (2.725, 2.304, 2.594)  0.36
H (3.768, 0.361, 0.966)  0.44
H (3.215, -0.055, 2.594)  0.40
H (2.392, -2.265, 1.950)  0.47
H (1.210, -2.368, 0.618)  0.39
H (4.206, -3.254, -3.561)  0.30
H (4.469, -1.496, -3.582)  0.26
H (5.797, -2.590, -3.106)  0.32
H (-0.998, 0.444, -2.003)  0.58

Output
E_HOMO = -9.20 eV
ΔE to the lowest compared entry with this formula, charge and spin = 82.7 kJ/mol
Strongest force on any atom = 1.5 eV/A
Orbital gap = 9.79 eV

=====

Computed, not measured: a cluster of 8 separate species, C19H29BCl21N4O2S2 in total at a distorted geometry, with ωB97M-V/def2-TZVPD.

Last column: Mulliken charge in e.
Positions of all 78 atoms, in Å:
N (-3.028, -0.288, -3.572)  -0.59
C (-2.101, -1.273, -4.142)  0.01
C (-2.573, -2.722, -4.065)  -0.79
B (-2.517, -3.375, -2.579)  0.90
O (-3.560, -2.716, -1.689)  -0.82
C (-2.980, -2.204, -0.528)  0.73
C (-3.810, -2.735, 0.663)  -1.10
N (-4.337, -1.616, 1.503)  -0.63
C (-1.458, -2.592, -0.627)  1.61
C (-0.848, -3.346, 0.553)  -1.88
C (-0.945, -2.463, 1.812)  0.30
C (0.435, -2.071, 2.370)  -0.79
S (0.478, -0.374, 2.991)  -0.11
C (0.069, 0.597, 1.585)  0.18
S (-1.217, 1.588, 1.656)  -0.22
N (0.859, 0.516, 0.440)  0.91
C (1.994, -0.273, 0.250)  -1.74
C (2.407, -0.032, -1.030)  -0.91
N (1.597, 0.899, -1.644)  -0.26
C (0.693, 1.209, -0.749)  -0.42
O (-1.241, -3.205, -1.846)  -0.75
H (-2.737, 0.035, -2.665)  0.26
H (-3.970, -0.646, -3.542)  0.30
H (-1.130, -1.183, -3.651)  0.04
H (-1.952, -1.010, -5.194)  0.15
H (-3.590, -2.841, -4.446)  0.21
H (-1.901, -3.300, -4.708)  0.15
H (-2.845, -4.585, -2.588)  -0.38
H (-2.997, -1.102, -0.546)  -0.02
H (-3.246, -3.414, 1.294)  0.21
H (-4.662, -3.269, 0.259)  0.48
H (-4.708, -0.950, 0.830)  0.32
H (-3.539, -1.127, 1.896)  0.25
H (-0.897, -1.628, -0.635)  -0.70
H (-1.419, -4.264, 0.693)  0.33
H (0.180, -3.597, 0.305)  0.60
H (-1.486, -1.557, 1.553)  -0.35
H (-1.482, -3.017, 2.577)  0.44
H (1.190, -2.293, 1.629)  0.19
H (0.683, -2.684, 3.234)  0.47
H (2.457, -0.922, 0.960)  0.76
H (3.258, -0.569, -1.390)  1.15
H (-0.099, 1.917, -0.904)  0.41
C (-7.686, -2.452, 1.635)  0.46
Cl (-8.874, -1.356, 2.358)  -0.17
Cl (-7.866, -4.080, 2.298)  -0.15
Cl (-7.833, -2.470, -0.119)  -0.13
H (-6.690, -2.093, 1.886)  -0.02
C (2.445, 3.713, 2.982)  -0.02
Cl (0.960, 3.106, 3.713)  -0.12
Cl (3.441, 4.544, 4.180)  -0.04
Cl (3.345, 2.406, 2.212)  -0.13
H (2.173, 4.427, 2.216)  0.29
C (6.168, 1.474, -3.037)  -0.02
Cl (7.416, 0.357, -2.469)  -0.15
Cl (5.896, 1.272, -4.772)  -0.12
Cl (4.668, 1.245, -2.146)  0.07
H (6.523, 2.481, -2.871)  0.31
C (4.506, 8.220, 5.745)  -0.05
Cl (3.096, 9.168, 6.222)  -0.13
Cl (4.565, 6.701, 6.640)  -0.03
Cl (4.502, 7.926, 4.007)  -0.11
H (5.392, 8.791, 5.987)  0.31
C (2.928, -2.286, -4.951)  -0.14
Cl (3.844, -3.646, -4.286)  -0.17
Cl (1.500, -2.862, -5.814)  -0.11
Cl (2.506, -1.150, -3.674)  0.16
H (3.562, -1.775, -5.663)  0.35
C (2.797, 3.426, 8.353)  0.08
Cl (2.479, 3.347, 10.087)  -0.13
Cl (1.670, 4.517, 7.557)  -0.09
Cl (4.472, 3.907, 8.050)  -0.12
H (2.657, 2.437, 7.939)  0.27
C (0.419, 1.832, -6.024)  0.12
Cl (1.838, 2.842, -5.710)  -0.14
Cl (-0.550, 2.512, -7.338)  -0.16
Cl (0.893, 0.179, -6.371)  -0.07
H (-0.189, 1.823, -5.129)  0.21

Output
Total charge = -1
E_HOMO = -4.08 eV
Strongest force on any atom = 2.4 eV/A
Orbital gap = 4.96 eV

=====

Computed, not measured: a structure of composition C19H29BN9O3Yb at a distorted geometry, with ωB97M-V/def2-TZVPD.

Last column: Mulliken spin population.
Positions of all 62 atoms, in Å:
Yb (0.658, -0.487, -0.100)  1.01
C (1.082, 2.510, -4.812)  0.00
N (1.107, 1.235, -4.143)  0.00
C (1.465, 0.094, -4.978)  0.00
C (0.884, 1.076, -2.852)  0.00
O (0.788, -0.057, -2.292)  0.00
C (0.716, 2.330, -1.985)  0.00
O (0.725, 1.919, -0.631)  0.00
C (-0.073, 2.745, 0.285)  0.00
C (-1.302, 1.899, 0.659)  0.00
O (-1.308, 0.677, 0.386)  0.00
N (-2.291, 2.555, 1.280)  0.00
C (-2.160, 3.888, 1.806)  0.00
C (-3.517, 1.863, 1.608)  0.00
H (0.568, 2.425, -5.792)  0.00
H (2.078, 2.890, -5.031)  0.00
H (0.571, 3.257, -4.194)  0.00
H (0.847, 0.113, -5.905)  0.00
H (1.309, -0.844, -4.439)  0.00
H (2.507, 0.244, -5.284)  0.00
H (-0.274, 2.716, -2.243)  0.00
H (1.495, 3.070, -2.188)  0.00
H (-0.334, 3.680, -0.211)  0.00
H (0.556, 3.003, 1.151)  0.00
H (-1.216, 4.393, 1.557)  0.00
H (-2.220, 3.847, 2.912)  0.00
H (-3.007, 4.476, 1.480)  0.00
H (-3.659, 0.978, 0.985)  0.00
H (-4.346, 2.565, 1.422)  0.00
H (-3.538, 1.604, 2.684)  0.00
C (-0.632, 0.331, 4.213)  0.00
C (0.554, 0.275, 3.449)  0.00
N (0.488, -0.718, 2.518)  0.00
N (-0.725, -1.369, 2.728)  0.00
C (-1.428, -0.740, 3.743)  0.00
B (-1.136, -2.641, 1.975)  0.00
N (-1.887, -2.305, 0.666)  0.00
C (-3.235, -2.054, 0.603)  0.00
C (-3.538, -1.756, -0.745)  0.00
C (-2.327, -1.881, -1.445)  0.00
N (-1.306, -2.186, -0.583)  0.00
N (0.147, -3.411, 1.639)  0.00
C (0.467, -4.677, 2.008)  0.00
C (1.656, -5.029, 1.325)  0.00
C (1.973, -3.915, 0.541)  0.00
N (1.065, -2.932, 0.704)  0.00
H (-0.842, 1.031, 5.027)  0.00
H (1.472, 0.844, 3.534)  0.00
H (-2.382, -1.101, 4.098)  0.00
H (-1.866, -3.317, 2.675)  0.00
H (-3.910, -2.143, 1.438)  0.00
H (-4.503, -1.486, -1.136)  0.00
H (-2.147, -1.837, -2.510)  0.00
H (-0.105, -5.279, 2.711)  0.00
H (2.164, -5.969, 1.350)  0.00
H (2.800, -3.783, -0.135)  0.00
C (5.680, -0.462, -0.343)  0.00
C (4.221, -0.399, -0.046)  0.00
N (3.070, -0.349, 0.164)  0.00
H (5.980, -1.510, -0.389)  0.00
H (6.300, 0.108, 0.416)  0.00
H (5.823, -0.003, -1.325)  0.00

Output
Total charge = +2
E_HOMO (spin up / spin down) = -13.44 / -13.44 eV
Strongest force on any atom = 2.9 eV/A
Expectation value of S² = 0.751
Orbital gap (spin up / spin down) = 8.38 / 6.86 eV
Multiplicity = 2